[1]
Formula: Br2IOP
Source: the OMol25 dataset
Level of theory: the ωB97M-V functional and the def2-TZVPD basis

ORCA input file:
```
! RIJCOSX wB97M-V def2-TZVPD def2/J DEFGRID3
* xyz 0 1
I -0.5259 -2.8683 3.3942
Br 1.7427 0.3634 1.2914
P 0.2566 -0.0803 -0.3892
O -0.8023 0.9152 -0.3664
Br -1.8144 -4.3550 1.9120
*
```

Kohn-Sham gap in hartree: 0.30067
HOMO in eV: -9.90

[2]
Formula: C3H5FN2S
Source: the OMol25 dataset
Level of theory: the ωB97M-V functional and the def2-TZVPD basis

ORCA input file:
```
! RIJCOSX wB97M-V def2-TZVPD def2/J DEFGRID3
* xyz 0 1
S -0.5702 1.8675 0.1099
H -0.1896 -0.2775 -1.8162
H 2.3750 -0.0058 0.0344
C 1.5893 0.2109 0.8197
C -0.5240 -0.7623 -0.7605
N -2.0465 1.6702 -0.3862
F -2.4865 -1.0729 0.2650
C 0.1490 0.3670 0.2747
H 1.7918 1.2073 1.3373
H 1.8084 -0.6483 1.6330
N -1.8580 -0.8962 -1.0024
H -0.0387 -1.6600 -0.5087
*
```

Kohn-Sham gap (alpha / beta) in hartree: 0.29019 / 0.25532
HOMO (alpha / beta) in eV: -8.79 / -8.50

[3]
Formula: C32H47AgAsN3OSb
Source: the OMol25 dataset
Level of theory: the ωB97M-V functional and the def2-TZVPD basis

ORCA input file:
```
! RIJCOSX wB97M-V def2-TZVPD def2/J DEFGRID3
* xyz -1 1
C -6.4042 3.3042 -0.4954
N -2.0630 2.4317 0.0879
C -3.7709 -1.9089 -0.8761
C 2.7973 1.2188 -2.7741
H 0.5540 -3.0342 -0.7195
C 3.6821 -1.6032 -2.8246
H -6.7614 -0.3285 -0.7157
H 2.0439 1.0295 -3.5382
H 3.3163 2.0798 2.0559
C 7.1639 1.9110 -2.3256
C 2.2551 2.8622 3.6976
C 8.0438 0.8651 -2.5657
H -2.5703 1.5741 0.2985
H 0.3267 -1.5687 4.3237
H -7.1126 3.5224 0.2976
C -5.4269 -3.2953 0.2140
H 4.0138 1.0771 0.0705
H 1.8282 -3.8616 1.3504
C -5.9918 -1.0713 -0.5631
H -3.8317 2.4972 -3.2324
H 3.9481 -2.5230 -2.3031
H 7.3907 2.9055 -2.6891
C -6.0392 4.3033 -1.3893
C -4.2484 0.4010 -1.6646
H -5.7115 -4.2276 0.6862
C -4.6768 -0.8242 -1.0290
C 5.9903 1.6902 -1.6192
H 1.8117 3.8492 3.8460
H 0.3054 -4.4793 1.9882
C -4.9224 1.6771 -1.5722
H 2.4743 2.0753 -2.1837
H -6.1477 1.3049 0.1731
H -2.9427 -3.0944 3.4986
C -4.1381 -3.0979 -0.2742
C -1.8777 -1.5757 2.3713
C 1.2373 -1.8790 3.8077
H 8.4181 -1.2275 -2.2666
H 0.9825 -5.1566 0.5115
H -2.1598 -3.7033 2.0500
C -1.8456 0.2598 -2.7780
H -4.7953 4.7443 -3.0867
H -1.1950 -3.3298 3.4789
Ag -0.1595 -0.0639 -1.6523
H -2.7548 -1.2747 1.7954
H -1.6486 2.2212 -0.8213
C -2.0464 -3.0035 2.8792
H 1.5700 -0.0688 2.6586
H -2.7930 3.1134 -0.1032
H -6.4653 5.2969 -1.3206
Sb -0.2115 -1.2145 1.0541
C -2.9661 0.3855 -2.2713
H -0.5647 2.7074 1.1083
H -1.7789 -0.8681 3.1989
C 1.4033 -1.1349 2.4845
H 2.9205 -1.8444 -3.5665
H 0.0955 3.2410 2.6364
C -4.5649 2.7189 -2.4669
C 7.7388 -0.4030 -2.0891
H 1.6045 2.1133 4.1630
H 4.5618 -1.1989 -3.3260
C -5.1058 3.9869 -2.3742
H -2.7691 -1.7895 -1.2712
C 4.3826 0.1770 -0.4204
H -7.3709 -2.3972 0.3751
H 2.2811 -1.4850 1.9329
C 1.4752 2.4024 1.3743
H 6.3316 -1.6136 -1.0191
C 5.6699 0.4214 -1.1391
C 0.8375 -4.2272 1.0694
C -5.8674 2.0285 -0.5785
H -0.9359 -3.5675 0.0107
H 5.3078 2.5118 -1.4341
N 2.4936 2.6078 2.2939
C 6.5641 -0.6198 -1.3855
C 0.0679 -3.2015 0.2438
O 1.7239 1.8763 0.2911
H 3.7617 1.4155 -3.2455
H 1.1743 -2.9576 3.6576
H -3.4042 -3.8953 -0.1908
N 0.2454 2.8072 1.7451
H 3.2093 2.8576 4.2206
H 8.9588 1.0360 -3.1180
C -6.3458 -2.2649 0.0436
As 2.8629 -0.3266 -1.5849
H 2.0742 -1.6932 4.4872
H 4.4858 -0.6059 0.3328
*
```

Kohn-Sham gap in hartree: 0.15419
HOMO in eV: -2.04

[4]
Formula: C2H6N2S
Source: the OMol25 dataset
Level of theory: the ωB97M-V functional and the def2-TZVPD basis

ORCA input file:
```
! RIJCOSX wB97M-V def2-TZVPD def2/J DEFGRID3
* xyz 0 1
N -1.9536 -0.8917 -0.1928
H 2.1124 0.5196 1.0178
H 0.2080 -1.5533 0.4859
H -1.5999 -1.8300 -0.1685
H -0.7773 1.9697 0.8847
H -2.1328 1.7440 -0.2054
S 1.7199 -0.0117 -0.1958
C -1.0436 -0.0916 0.0478
N 0.2314 -0.5732 0.3951
H -0.4605 1.7502 -0.7912
C -1.0920 1.3986 0.0344
*
```

Kohn-Sham gap in hartree: 0.37677
HOMO in eV: -9.49

[5]
Formula: C5H8O
Source: the OMol25 dataset
Level of theory: the ωB97M-V functional and the def2-TZVPD basis

ORCA input file:
```
! RIJCOSX wB97M-V def2-TZVPD def2/J DEFGRID3
* xyz 0 1
C -0.9560 1.0054 0.0175
H 1.2811 -0.0180 1.4428
C 0.3407 0.4355 -0.4449
H 1.8832 1.4722 0.6917
H 0.5881 0.9079 -1.4035
H 2.3893 -0.1029 0.0568
O -1.3456 -0.2693 1.3333
C -1.5442 -0.7162 0.1348
H -0.5896 -1.0743 -1.7676
C 1.5462 0.4487 0.4899
H 0.2729 -1.8082 -0.3986
H -1.0500 1.8809 0.6612
C -0.3138 -0.9458 -0.7165
H -2.5024 -1.2159 -0.0969
*
```

Kohn-Sham gap in hartree: 0.35408
HOMO in eV: -8.65

[6]
Formula: C19H30Cl2IrNO4P2
Source: the OMol25 dataset
Level of theory: the ωB97M-V functional and the def2-TZVPD basis

ORCA input file:
```
! RIJCOSX wB97M-V def2-TZVPD def2/J DEFGRID3
* xyz 1 6
H -2.3126 -3.2267 0.5342
C -4.7922 1.9663 1.0081
H 0.2558 -3.6943 -2.8506
C -0.9388 1.6247 -2.8282
H -1.9737 1.5900 -2.4507
Cl 2.2462 0.1512 4.5910
C -4.5479 0.8301 0.2337
C 1.9721 1.7189 3.7959
H 1.4473 -3.3407 1.5588
H -5.8134 2.2696 1.2568
N 1.6757 -0.5619 -0.1866
C 2.0071 1.2794 -1.7933
P -0.5098 -1.9255 1.3803
H 0.3085 -0.8805 -5.6776
H 4.1823 -0.0778 -2.3611
H -1.6406 -0.9336 0.5731
P 0.1966 1.6084 -1.4051
C -1.1542 -1.6483 3.0556
Ir -0.3171 0.1917 0.2654
H 2.5974 2.1073 -1.3443
H -0.4728 -0.9713 3.5920
C -3.6925 2.6881 1.4852
H -3.0684 -0.4595 -0.6559
H 1.3327 3.3768 -0.2410
H 3.8146 -2.8733 0.9624
O -0.5235 -3.5431 -2.2756
H -0.8184 2.5437 -3.4241
H -1.2564 -2.6023 3.5915
H 2.9103 2.2815 3.7902
H 0.7279 3.9152 -1.8352
O 0.7743 -1.4571 -6.3449
H -5.3826 0.2296 -0.1253
C -3.2428 0.4333 -0.0581
H -0.8191 -3.5136 -0.4259
C -2.1259 1.1058 0.4928
H -2.1386 -1.1689 2.9650
H -1.0090 -4.2718 1.2191
H -1.3117 -3.4482 -2.8647
C 0.4804 3.3445 -0.9309
H -1.5248 2.8227 1.6468
C 3.4413 -2.0970 0.2845
C 4.2252 -1.5161 -0.7099
H 1.7123 -1.1833 -6.2816
H 2.1949 1.3458 -2.8609
C -2.3691 2.2716 1.2337
H -0.3842 3.7924 -0.4383
C 1.5582 1.5264 2.3086
H -3.8785 3.5705 2.1022
H 5.2128 -1.9123 -0.9375
C 2.4231 -0.0090 -1.1703
C -1.2236 -3.3855 0.5981
Cl 0.7668 2.7028 4.6708
O 2.3816 1.9459 1.4935
H 1.6211 -1.8875 2.5582
C 3.6906 -0.4888 -1.4724
O 0.4130 0.9676 2.0949
C 1.2874 -2.2514 1.5697
C 2.1484 -1.6171 0.5043
H -0.7639 0.7446 -3.4665
*
```

Kohn-Sham gap (alpha / beta) in hartree: 0.15513 / 0.18387
HOMO (alpha / beta) in eV: -7.22 / -11.34
<S²>: 8.810

Energy relative to the best compared isomer or geometry (same formula, charge and spin) for every record listed, in sequence, given in kcal/mol: 26.3 181.4 15.8 20.5 96.8 0.0.